Entry 1:
Computed, not measured: a molecular structure, C27H32BF5N6OPRbS2Te in a non-equilibrium geometry, with ωB97M-V/def2-TZVPD.

Atoms and positions in Å:
Rb1 1.41284 -0.43615 0.54359
C1 3.49310 -1.38132 3.81886
C2 2.17063 -0.92611 4.34819
C3 1.76331 -0.78386 5.68741
C4 0.45893 -0.33654 5.61314
C5 -0.48160 -0.02421 6.73221
N1 0.13780 -0.22970 4.30581
N2 1.18528 -0.59422 3.53094
B1 -1.24003 0.14477 3.70964
N3 -1.84830 -1.03711 2.92722
N4 -1.22019 -1.60599 1.86985
C6 -2.01566 -2.56214 1.42196
C7 -1.63531 -3.40579 0.24999
C8 -3.19359 -2.62204 2.19359
C9 -3.04351 -1.63327 3.14163
C10 -3.99174 -1.23520 4.22639
N5 -1.17592 1.42174 2.83590
N6 -0.50566 1.44495 1.66356
C11 -0.73060 2.62407 1.11121
C12 -0.11937 2.96880 -0.20931
C13 -1.56704 3.39788 1.93796
C14 -1.82906 2.58901 3.02598
C15 -2.67720 2.88051 4.22155
H1 4.12169 -1.74896 4.63148
H2 4.02559 -0.57452 3.31519
H3 3.36966 -2.18434 3.09109
H4 2.33518 -0.97683 6.58138
H5 0.03485 -0.16023 7.68311
H6 -1.35640 -0.67712 6.72021
H7 -0.84441 1.00369 6.68198
H8 -1.97160 0.38436 4.63088
H9 -0.65444 -3.12175 -0.12535
H10 -2.33515 -3.28138 -0.57748
H11 -1.61100 -4.46507 0.51883
H12 -4.03636 -3.28428 2.07280
H13 -4.87063 -1.87974 4.18804
H14 -4.32173 -0.20061 4.11548
H15 -3.53982 -1.32751 5.21571
H16 0.08604 2.05593 -0.77111
H17 0.82178 3.50978 -0.08971
H18 -0.79566 3.58196 -0.80711
H19 -1.93661 4.39661 1.76759
H20 -3.04376 3.90571 4.16164
H21 -2.11640 2.76907 5.15096
H22 -3.53772 2.21139 4.28049
F1 6.30479 0.13229 -0.55051
Te1 4.61744 0.69929 0.06416
F2 3.11866 1.71437 0.62523
F3 4.02121 0.89732 -1.70832
F4 5.35058 2.40927 -0.21044
F5 5.33712 0.90413 1.79542
O1 3.93883 -0.91904 0.32708
S1 -2.43511 -2.12057 -5.04715
P1 -0.77055 -1.22658 -4.44367
S2 -0.12676 -1.41497 -2.57841
C16 0.61874 -1.70078 -5.56088
C17 1.88721 -1.17292 -5.32612
C18 2.94911 -1.50421 -6.15137
C19 2.75798 -2.37848 -7.21627
C20 1.50025 -2.91223 -7.44949
C21 0.43303 -2.57074 -6.62594
C22 -0.89438 0.56412 -4.86426
C23 -1.36789 0.93963 -6.11995
C24 -1.45204 2.27760 -6.46732
C25 -1.07257 3.25933 -5.55749
C26 -0.60646 2.89194 -4.30521
C27 -0.51463 1.54778 -3.96290
H23 2.04152 -0.51976 -4.47527
H24 3.93099 -1.09134 -5.95450
H25 3.59156 -2.64696 -7.85527
H26 1.34666 -3.60127 -8.27250
H27 -0.55744 -2.97835 -6.79024
H28 -1.68934 0.16946 -6.81123
H29 -1.82235 2.55919 -7.44655
H30 -1.14423 4.30698 -5.82646
H31 -0.31124 3.64847 -3.58785
H32 -0.15095 1.24280 -2.98968

Atomic forces in eV per Å
Rb -1.5 -0.4 0.1
C 0.0 0.0 0.0
C 0.0 0.0 0.0
C 0.0 0.0 0.0
C 0.0 0.0 0.0
C 0.0 0.0 0.0
N 0.0 0.0 0.0
N 0.1 0.1 0.0
B 0.0 0.0 0.0
N 0.0 0.0 0.0
N 0.1 -0.1 -0.1
C 0.0 0.0 0.0
C 0.0 0.0 0.0
C 0.0 0.0 0.0
C 0.0 0.0 0.0
C 0.0 0.0 0.0
N 0.0 0.0 0.0
N 0.0 0.1 0.0
C 0.0 0.0 0.0
C 0.0 0.0 0.0
C 0.0 0.0 0.0
C 0.0 0.0 0.0
C 0.0 0.0 0.0
H 0.0 0.0 0.0
H 0.0 0.0 0.0
H 0.0 0.0 0.0
H 0.0 0.0 0.0
H 0.0 0.0 0.0
H 0.0 0.0 0.0
H 0.0 0.0 0.0
H 0.0 0.0 0.0
H 0.0 0.0 0.0
H 0.0 0.0 0.0
H 0.0 0.0 0.0
H 0.0 0.0 0.0
H 0.0 0.0 0.0
H 0.0 0.0 0.0
H 0.0 0.0 0.0
H 0.0 0.1 0.0
H 0.0 0.0 0.0
H 0.0 0.0 0.0
H 0.0 0.0 0.0
H 0.0 0.0 0.0
H 0.0 0.0 0.0
H 0.0 0.0 0.0
F -0.1 0.0 0.0
Te 1.0 0.4 -0.1
F 0.1 -0.1 0.0
F 0.0 0.0 0.1
F 0.0 -0.1 0.0
F 0.0 0.0 -0.1
O 0.5 0.0 0.0
S 0.0 0.0 0.0
P 0.0 0.0 0.0
S 0.0 0.0 0.0
C 0.0 0.0 0.0
C 0.0 0.0 0.0
C 0.0 0.0 0.0
C 0.0 0.0 0.0
C 0.0 0.0 0.0
C 0.0 0.0 0.0
C 0.0 0.0 0.0
C 0.0 0.0 0.0
C 0.0 0.0 0.0
C 0.0 0.0 0.0
C 0.0 0.0 0.0
C 0.0 0.0 0.0
H 0.0 0.0 0.0
H 0.0 0.0 0.0
H 0.0 0.0 0.0
H 0.0 0.0 0.0
H 0.0 0.0 0.0
H 0.0 0.0 0.0
H 0.0 0.0 0.0
H 0.0 0.0 0.0
H 0.0 0.0 0.0
H 0.0 0.0 0.0

Computed properties:
Charge ... -2
ΔE to the lowest compared entry with this formula, charge and spin ... 11.5 kcal/mol
HOMO level ... -2.824 eV
Frontier orbital gap ... 6.751 eV

Here are the Löwdin charges for atoms 1 to 6, given in e: number 1, Rb, carries 0.808; number 2, C, carries -0.034; number 3, C, carries -0.358; number 4, C, carries -0.011; number 5, C, carries -0.295; number 6, C, carries -0.042


Entry 2:
Computed, not measured: a molecular structure, C27H32Br2N3O2PbS5Sb in a non-equilibrium geometry, with ωB97M-V/def2-TZVPD.

Atoms and positions in Å:
Pb1 0.38429 0.54877 -0.42124
Br1 0.23234 -3.07942 -4.48522
C1 1.26625 -3.26988 -2.90096
C2 2.14014 -4.33852 -2.78450
C3 2.90126 -4.47815 -1.64901
Br2 4.05704 -5.99476 -1.50121
C4 2.81765 -3.54435 -0.60383
C5 3.55061 -3.62617 0.59529
C6 3.37428 -2.68115 1.57090
C7 2.48821 -1.62546 1.32715
N1 1.80629 -1.51635 0.21600
C8 1.91977 -2.44639 -0.74352
C9 1.07547 -2.30114 -1.90384
O1 0.20307 -1.37665 -2.00642
H1 2.21144 -5.06621 -3.57904
H2 4.23940 -4.44611 0.73248
H3 3.90235 -2.73635 2.50915
H4 2.32680 -0.84797 2.06119
C10 -0.13923 -0.70353 4.43798
C11 -0.03377 0.26293 3.28297
O2 -0.43145 -0.01506 2.16032
N2 0.48399 1.45890 3.61282
C12 0.63226 2.55861 2.67720
C13 2.02814 2.59629 2.11256
C14 3.00764 3.41260 2.66450
C15 4.30118 3.33615 2.17650
C16 4.56533 2.46586 1.13068
C17 3.51944 1.71381 0.62070
N3 2.28887 1.77086 1.10564
H5 -0.28939 -1.70939 4.05564
H6 -1.00124 -0.42688 5.04289
H7 0.74948 -0.67478 5.06365
H8 0.84247 1.59470 4.54532
H9 0.40611 3.49579 3.18781
H10 -0.08218 2.40300 1.86562
H11 2.75080 4.09936 3.45533
H12 5.08866 3.93676 2.60655
H13 5.55647 2.38052 0.71680
H14 3.67015 1.02704 -0.20161
C18 -4.17733 1.67380 -1.01431
C19 -3.91898 0.22588 -1.39478
Sb1 -2.34175 -0.60356 -0.11638
C20 -3.36441 -0.37347 1.80309
C21 -4.83619 -0.72422 1.82001
C22 -2.74123 -2.72838 -0.43009
C23 -2.62210 -3.12784 -1.88587
H15 -4.86885 2.14488 -1.71311
H16 -3.24782 2.24300 -1.01439
H17 -4.60841 1.74187 -0.01751
H18 -3.57281 0.16353 -2.42574
H19 -4.82373 -0.37322 -1.29761
H20 -3.22122 0.66316 2.09909
H21 -2.81839 -0.99937 2.50460
H22 -5.39956 -0.09669 1.13584
H23 -5.23749 -0.57596 2.82300
H24 -4.99386 -1.76386 1.54550
H25 -3.74047 -2.93845 -0.05380
H26 -2.02011 -3.26719 0.18251
H27 -3.44636 -2.71822 -2.46409
H28 -2.63481 -4.21188 -1.99017
H29 -1.69178 -2.75727 -2.30231
C24 -0.89910 0.91718 -3.79451
S1 0.77433 1.23845 -3.14405
C25 0.71778 3.00612 -3.02033
C26 0.15165 3.70629 -2.00720
S2 -0.71841 3.09787 -0.66378
S3 0.33874 5.45618 -2.12494
C27 1.29962 5.49463 -3.58380
S4 1.89709 6.87309 -4.21829
S5 1.55793 3.91522 -4.26787
H30 -1.09025 -0.13361 -3.61152
H31 -0.90646 1.13758 -4.85506
H32 -1.60564 1.53716 -3.25534

Atomic forces in eV per Å
Pb 0.5 -0.3 0.0
Br 0.1 -0.1 0.1
C -0.4 0.4 -0.1
C 0.4 -0.2 0.4
C 0.1 -0.4 -0.4
Br -0.1 0.2 0.0
C -0.1 0.2 0.0
C 0.0 0.2 0.2
C 0.1 -0.2 -0.2
C 0.0 0.0 0.0
N 0.0 -0.1 0.5
C 0.3 -0.7 -0.2
C 0.0 -0.4 -0.5
O 0.0 0.4 0.2
H 0.0 0.0 0.0
H 0.0 0.0 0.0
H 0.1 0.0 0.1
H 0.0 0.1 0.1
C -0.1 -0.1 -0.2
C 0.0 -0.2 0.5
O 0.1 0.1 0.0
N 0.1 0.4 0.2
C 0.0 -0.1 -0.2
C 0.2 0.3 0.1
C -0.1 0.0 -0.1
C -0.1 -0.1 -0.1
C 0.0 0.1 0.0
C 0.2 0.1 0.1
N 0.1 0.0 0.3
H 0.0 0.0 0.0
H -0.1 0.0 0.1
H 0.1 0.0 0.1
H -0.1 -0.1 -0.1
H -0.1 -0.1 -0.1
H 0.1 0.2 0.2
H 0.0 0.1 0.1
H 0.0 0.1 0.0
H 0.1 0.0 -0.1
H 0.1 -0.1 -0.1
C 0.1 0.0 0.0
C 0.3 -0.2 0.3
Sb -1.8 -0.6 0.0
C 0.2 0.0 -0.4
C 0.0 0.0 0.0
C 0.1 0.5 0.2
C 0.1 0.1 0.0
H -0.1 0.1 0.0
H -0.1 0.1 0.0
H -0.1 0.1 0.1
H 0.0 -0.1 0.0
H 0.0 -0.2 0.0
H 0.1 0.1 0.1
H 0.2 0.0 0.0
H -0.2 0.0 -0.1
H -0.1 0.0 0.0
H -0.1 -0.1 0.0
H 0.0 0.0 0.2
H 0.0 0.0 0.1
H -0.1 0.0 -0.2
H 0.0 -0.1 -0.1
H 0.1 0.0 -0.2
C 0.3 0.0 0.1
S -0.3 0.7 -0.6
C 0.3 -0.1 -0.1
C 0.3 0.0 -0.4
S -0.7 0.6 0.3
S 0.2 -0.4 -0.3
C -0.1 -0.2 0.1
S 0.0 0.2 -0.1
S -0.2 0.3 0.3
H 0.0 -0.2 -0.1
H -0.1 0.0 -0.1
H -0.1 0.1 0.1

Computed properties:
Charge ... 0
ΔE to the lowest compared entry with this formula, charge and spin ... 8.9 kcal/mol
HOMO level ... -6.887 eV
Frontier orbital gap ... 6.814 eV

Here are the Löwdin charges for atoms 1 to 6, given in e: number 1, Pb, carries 1.024; number 2, Br, carries 0.781; number 3, C, carries -0.581; number 4, C, carries -0.173; number 5, C, carries -0.622; number 6, Br, carries 0.741


Entry 3:
Computed, not measured: a molecular structure, C27H32BrIN8O3PPdTe in a non-equilibrium geometry, with ωB97M-V/def2-TZVPD.

Atoms and positions in Å:
Pd1 1.35576 -0.24102 -0.59961
C1 -2.57630 0.26085 -1.33408
C2 -1.66960 1.43111 -1.50752
N1 -0.35921 1.39671 -1.46472
C3 0.06680 2.68860 -1.70118
C4 -0.99702 3.50388 -1.89316
N2 -2.10793 2.69496 -1.76151
C5 -3.48765 3.13999 -1.70001
N3 -3.59060 4.30368 -0.86901
N4 -4.13078 5.44885 -1.36061
N5 -4.05971 6.36458 -0.47560
C6 -3.42724 5.84068 0.64089
C7 -3.08677 6.44694 1.85507
C8 -2.40606 5.67746 2.76735
C9 -2.05702 4.33514 2.48178
C10 -2.39241 3.72585 1.29605
C11 -3.10651 4.51846 0.38576
H1 -1.96866 -0.63562 -1.24087
H2 -3.25107 0.15156 -2.18377
H3 -3.17499 0.34443 -0.42462
H4 1.11315 2.94977 -1.69968
H5 -1.07787 4.55899 -2.08720
H6 -4.07297 2.31943 -1.28568
H7 -3.88516 3.41014 -2.67751
H8 -3.34734 7.47692 2.05357
H9 -2.11417 6.10509 3.71634
H10 -1.49744 3.77728 3.22254
H11 -2.09355 2.70852 1.07195
Br1 2.93407 -5.45543 2.28308
C12 3.70723 -5.19877 0.57809
C13 4.18200 -6.32300 -0.09042
C14 4.74905 -6.19711 -1.34677
C15 4.84540 -4.94723 -1.94526
C16 4.37196 -3.82942 -1.28042
C17 3.80348 -3.95017 -0.01423
I1 3.10745 -2.21752 0.87753
H12 4.10405 -7.29176 0.38238
H13 5.11768 -7.07743 -1.85517
H14 5.29380 -4.84145 -2.92400
H15 4.44207 -2.85289 -1.74146
N6 4.23966 1.10370 -0.88478
C18 3.13560 0.80401 -1.03744
H16 5.19661 1.36797 -0.75883
C19 -3.91213 0.65880 2.80519
C20 -2.47104 0.29422 3.04726
O1 -1.96905 -0.35386 1.85843
P1 -0.48128 -0.85567 1.68938
O2 -0.37532 -1.53810 0.35650
Te1 1.11494 0.95554 1.69481
O3 -0.18838 -1.86670 2.85311
C21 0.14538 -1.51326 4.22213
C22 1.55459 -1.94454 4.53025
H17 -4.32681 1.13412 3.69423
H18 -4.49779 -0.23360 2.58765
H19 -4.01000 1.35796 1.97399
H20 -2.38590 -0.39935 3.88569
H21 -1.85774 1.17600 3.25743
H22 -0.58069 -2.03721 4.84215
H23 0.00871 -0.43998 4.37690
H24 1.67960 -3.01338 4.36058
H25 1.77257 -1.73033 5.57771
H26 2.27211 -1.40989 3.90916
N7 0.86600 -3.24082 -1.60378
C23 1.23549 -2.44147 -2.62761
C24 1.61536 -2.99359 -3.86861
C25 1.93874 -2.16297 -4.90244
C26 1.87276 -0.77421 -4.72793
C27 1.52346 -0.30042 -3.49649
N8 1.23273 -1.10511 -2.44325
H27 0.65466 -4.20013 -1.82192
H28 0.35161 -2.83865 -0.82584
H29 1.62924 -4.06888 -3.98307
H30 2.22531 -2.58036 -5.85889
H31 2.08973 -0.08789 -5.53204
H32 1.44536 0.75700 -3.29794

Atomic forces in eV per Å
Pd -0.4 0.8 -0.1
C 0.0 0.0 0.0
C -0.1 -0.1 0.1
N 0.0 0.2 -0.2
C 0.1 -0.1 0.0
C -0.1 0.0 0.0
N 0.0 0.0 0.0
C 0.0 0.0 0.0
N 0.1 0.1 -0.1
N -0.1 0.1 0.1
N 0.1 -0.2 0.0
C -0.1 0.4 0.0
C 0.0 0.0 0.0
C 0.0 -0.1 -0.1
C 0.0 0.1 0.1
C -0.1 0.1 -0.1
C 0.1 -0.4 0.1
H 0.0 0.0 0.0
H 0.0 0.0 0.0
H 0.0 0.0 0.0
H 0.0 0.0 0.0
H 0.0 0.0 0.0
H 0.0 0.0 -0.1
H 0.0 0.0 0.0
H 0.0 0.0 0.0
H 0.0 0.0 0.0
H 0.0 0.0 0.0
H 0.0 0.0 0.0
Br 0.0 0.0 0.0
C 0.0 -0.2 0.0
C 0.0 0.0 0.0
C 0.0 0.0 0.0
C 0.0 0.0 0.0
C 0.0 -0.1 0.0
C 0.1 -0.1 -0.2
I 0.3 -0.1 0.5
H 0.0 0.0 0.0
H 0.0 0.0 0.0
H 0.0 0.0 0.0
H 0.0 0.0 0.0
N -0.1 0.2 -0.3
C -0.4 -0.6 0.8
H 0.0 0.0 0.0
C -0.1 0.0 0.0
C 0.0 -0.1 0.1
O -0.1 0.1 -0.1
P 0.0 0.1 0.1
O 0.3 0.4 -0.1
Te 0.1 0.0 0.2
O -0.1 -0.2 0.1
C 0.0 -0.1 0.0
C 0.0 0.0 0.1
H 0.0 0.0 0.0
H 0.0 0.0 0.0
H 0.0 0.0 0.0
H 0.0 0.0 0.0
H 0.0 0.0 0.0
H 0.0 0.0 0.0
H 0.1 0.0 -0.1
H 0.0 0.0 0.0
H 0.0 0.0 0.0
H 0.0 0.0 0.0
N -0.2 -0.1 0.1
C -0.2 0.1 0.0
C 0.0 0.0 0.0
C 0.0 0.0 -0.1
C 0.0 0.0 0.0
C -0.1 -0.1 0.1
N 0.6 -0.5 -0.7
H 0.1 0.0 0.0
H 0.1 0.0 0.0
H 0.0 0.0 0.0
H 0.0 0.0 0.0
H 0.0 0.0 0.0
H 0.0 0.1 0.0

Computed properties:
Charge ... +1
ΔE to the lowest compared entry with this formula, charge and spin ... 29.6 kcal/mol
HOMO level (spin up / spin down) ... -10.685 / -10.688 eV
Frontier orbital gap (spin up / spin down) ... 6.909 / 6.908 eV

Here are the Löwdin charges for atoms 1 to 6, given in e: number 1, Pd, carries 0.376; number 2, C, carries 0.005; number 3, C, carries -0.353; number 4, N, carries 0.040; number 5, C, carries -0.152; number 6, C, carries -0.039